No. 1
{
  "formula": "C21H29N5O2",
  "method": "wB97M-V/def2-TZVPD",
  "multiplicity": 1,
  "e_lumo_ev": 0.19,
  "homo_ha": -0.2927,
  "homo_lumo_gap_ev": 8.152,
  "relative_energy_ev": 1.4590,
  "smiles": "CCCn1c2ccccc2c2cnn(CC(=O)NCCN(CC)CC)c(=O)c21",
  "elements": ["C", "C", "C", "N", "C", "C", "C", "C", "C", "C", "C", "C", "N", "N", "C", "C", "O", "N", "C", "C", "N", "C", "C", "C", "C", "C", "O", "C", "H", "H", "H", "H", "H", "H", "H", "H", "H", "H", "H", "H", "H", "H", "H", "H", "H", "H", "H", "H", "H", "H", "H", "H", "H", "H", "H", "H", "H"],
  "coordinates": [[-2.654, -3.118, 1.549], [-1.674, -2.916, 0.401], [-2.324, -2.271, -0.829], [-2.802, -0.941, -0.550], [-4.081, -0.583, -0.205], [-5.234, -1.357, -0.116], [-6.405, -0.730, 0.249], [-6.450, 0.640, 0.523], [-5.318, 1.418, 0.435], [-4.121, 0.808, 0.068], [-2.791, 1.286, -0.124], [-2.147, 2.536, -0.037], [-0.887, 2.662, -0.300], [-0.165, 1.599, -0.650], [1.225, 1.895, -0.941], [2.174, 1.575, 0.231], [2.813, 2.440, 0.792], [2.198, 0.274, 0.550], [3.132, -0.277, 1.499], [4.176, -1.156, 0.796], [4.851, -0.436, -0.259], [5.680, 0.681, 0.155], [6.693, 0.426, 1.278], [5.355, -1.262, -1.331], [6.511, -2.215, -1.000], [-0.620, 0.301, -0.783], [0.148, -0.607, -1.112], [-2.021, 0.177, -0.498], [-3.467, -3.776, 1.250], [-3.080, -2.170, 1.871], [-2.148, -3.569, 2.400], [-1.258, -3.877, 0.097], [-0.846, -2.282, 0.725], [-1.578, -2.203, -1.624], [-3.165, -2.875, -1.176], [-5.220, -2.416, -0.323], [-7.313, -1.310, 0.326], [-7.390, 1.088, 0.806], [-5.349, 2.477, 0.643], [-2.663, 3.441, 0.240], [1.293, 2.962, -1.152], [1.534, 1.304, -1.808], [1.700, -0.374, -0.055], [2.593, -0.883, 2.235], [3.605, 0.563, 2.010], [3.656, -2.000, 0.334], [4.857, -1.560, 1.563], [5.016, 1.493, 0.470], [6.213, 1.027, -0.733], [7.301, 1.317, 1.413], [7.351, -0.407, 1.045], [6.190, 0.217, 2.219], [4.511, -1.854, -1.703], [5.667, -0.594, -2.140], [6.710, -2.857, -1.855], [6.259, -2.844, -0.149], [7.419, -1.663, -0.773]],
  "atomic_forces_ev_per_a": [[0.1919, 0.0094, -0.1054], [-0.2697, 0.0543, -0.0641], [0.5157, -0.6172, 0.0255], [0.0904, 0.2291, -0.0761], [-0.2800, 0.5722, 0.1153], [-0.0903, -0.1854, -0.0165], [0.0950, -0.1465, -0.0499], [-0.0742, 0.2643, 0.0656], [-0.0841, -0.1022, -0.0044], [0.0441, -0.3610, -0.0575], [0.5560, -0.7889, -0.2440], [0.2131, -0.1594, -0.0884], [-0.2385, 0.9688, 0.2698], [-0.2945, -0.5245, -0.0673], [0.6059, 0.1192, -0.0572], [-0.4595, -0.0459, -0.4044], [0.2234, 0.3904, 0.0941], [-0.0238, -0.5402, 0.1748], [0.1770, -0.0908, 0.0415], [-0.0777, 0.2695, 0.0291], [-0.1110, -0.1458, 0.0280], [0.0443, 0.1508, 0.1659], [-0.1831, -0.0163, -0.2684], [0.1298, -0.1543, -0.0540], [-0.2284, 0.2353, -0.0763], [0.0329, 0.1314, -0.0262], [-0.0485, -0.2569, -0.1603], [-0.4092, 0.8396, 0.2326], [-0.1335, -0.0721, 0.0213], [-0.0693, 0.0571, 0.0763], [-0.0219, -0.0336, 0.1155], [0.0863, -0.0013, -0.0349], [0.0720, -0.0342, -0.0770], [-0.2176, -0.0356, 0.0445], [0.0256, 0.0683, -0.0231], [0.0001, -0.0992, -0.0042], [-0.0575, -0.0631, -0.0014], [-0.0692, 0.0487, 0.0241], [-0.0474, 0.1085, 0.0319], [-0.0304, 0.1264, 0.0246], [-0.0228, -0.2160, 0.0515], [-0.0605, 0.0890, 0.0540], [0.0050, 0.2367, 0.0177], [0.1196, 0.0872, 0.0199], [-0.0433, -0.0938, 0.0534], [0.0508, -0.0550, 0.0462], [-0.0805, -0.0599, -0.0398], [0.1301, 0.0368, -0.0533], [-0.0501, 0.0531, -0.0039], [0.0778, 0.0852, 0.0817], [0.0895, -0.0823, 0.0383], [-0.0012, -0.0291, 0.1458], [0.0534, 0.0467, -0.0652], [-0.0662, -0.0601, -0.0403], [0.0655, -0.1092, -0.0723], [0.0281, -0.1026, 0.0993], [0.1206, 0.0043, 0.0479]]
}

No. 2
{
  "formula": "C3H6NO2",
  "method": "wB97M-V/def2-TZVPD",
  "multiplicity": 1,
  "e_lumo_ev": 3.80,
  "homo_ha": -0.1461,
  "homo_lumo_gap_ev": 7.774,
  "charge": -1,
  "relative_energy_ev": 1.3940,
  "elements": ["C", "C", "N", "H", "H", "H", "H", "H", "O", "C", "O", "H"],
  "coordinates": [[2.181, -0.545, 0.700], [1.115, -1.300, 0.439], [-0.252, -0.838, 0.466], [2.118, 0.513, 0.898], [3.127, -1.073, 0.679], [1.124, -2.381, 0.324], [-0.271, -0.058, 1.131], [-0.454, -0.405, -0.437], [-3.116, 2.010, -1.734], [-2.195, 1.551, -1.048], [-1.037, 1.979, -0.853], [-2.339, 0.547, -0.564]],
  "atomic_forces_ev_per_a": [[-0.1231, -1.3608, -0.2851], [-1.0757, 0.5244, 0.5495], [0.8382, 0.3444, 0.3781], [0.0110, 0.1295, -0.0768], [0.2494, 0.3859, 0.1979], [0.7027, 0.0446, -0.3707], [-0.2784, -0.0800, -0.5540], [-0.2695, 0.0777, 0.1683], [-0.4192, 0.1688, -0.0012], [0.5774, -0.4853, -0.2238], [0.4043, 0.3604, 0.1317], [-0.6172, -0.1096, 0.0862]]
}

No. 3
{
  "formula": "C5H9N",
  "method": "wB97M-V/def2-TZVPD",
  "multiplicity": 1,
  "e_lumo_ev": 1.16,
  "homo_ha": -0.3312,
  "homo_lumo_gap_ev": 10.174,
  "relative_energy_ev": 2.5781,
  "smiles": "C=C[C@H]1CN1C",
  "elements": ["C", "C", "C", "C", "N", "C", "H", "H", "H", "H", "H", "H", "H", "H", "H"],
  "coordinates": [[2.608, -0.368, 0.020], [1.447, 0.188, -0.460], [0.202, 0.252, 0.322], [-0.762, 1.349, 0.106], [-0.932, 0.051, -0.505], [-1.894, -0.898, -0.134], [2.565, -0.733, 1.014], [3.659, -0.412, -0.458], [1.300, 0.644, -1.415], [0.134, -0.294, 1.308], [-0.647, 2.149, -0.668], [-1.395, 1.531, 0.938], [-2.020, -0.919, 0.918], [-1.441, -1.906, -0.396], [-2.823, -0.635, -0.590]],
  "atomic_forces_ev_per_a": [[-0.3543, 1.3482, -1.9524], [2.7406, -0.9288, 1.5673], [0.6997, -1.2226, 0.7212], [-0.6186, 0.2436, -1.3154], [0.6019, 0.9027, -1.4664], [0.8376, -1.5033, -0.0600], [0.0786, -0.4491, 0.8567], [-2.2121, 0.1687, 0.4181], [0.4235, 0.0936, -0.6757], [0.4066, 0.8445, -0.8664], [0.2133, -0.5388, 1.1509], [-0.5153, 0.5806, 0.6891], [-0.4544, -0.0547, 1.5255], [-1.1340, 0.9660, -0.0707], [-0.7131, -0.4506, -0.5219]]
}

No. 4
{
  "formula": "C4H10CrO2",
  "method": "wB97M-V/def2-TZVPD",
  "multiplicity": 5,
  "e_lumo_ev": [-11.53, -10.41],
  "homo_ha": [-0.6581, -0.6592],
  "homo_lumo_gap_ev": [6.381, 7.527],
  "charge": 2,
  "relative_energy_ev": 2.6023,
  "elements": ["H", "C", "O", "C", "C", "H", "H", "H", "H", "H", "H", "H", "C", "O", "Cr", "H", "H"],
  "coordinates": [[-0.765, -0.407, -2.131], [0.471, 1.782, -1.012], [0.343, 0.917, 0.109], [-0.472, -0.254, -0.004], [-1.335, -0.084, -1.249], [1.317, 2.464, -0.876], [0.638, 1.169, -1.908], [-0.409, 2.425, -1.150], [-1.175, -0.937, 0.507], [-1.782, 0.913, -1.364], [-2.199, -0.755, -1.173], [0.303, -1.260, 0.212], [0.858, -1.768, 1.996], [0.480, -0.579, 2.218], [1.469, 1.150, 1.767], [0.986, -2.406, 2.885], [1.272, -2.369, 1.173]],
  "atomic_forces_ev_per_a": [[-0.5174, 0.5146, -0.1499], [-0.0914, 0.9171, -1.8053], [0.6919, 0.6078, 3.8672], [0.3196, -4.8876, -2.6338], [0.2483, -1.5323, -1.1120], [0.1401, -0.3357, 0.3299], [0.0937, 0.4426, 0.3229], [0.2213, -0.3579, 0.1868], [-0.5823, 2.8497, 2.6680], [0.3657, -0.3106, 0.1579], [0.2636, 0.0771, -0.0257], [-1.4282, 2.9584, -3.1981], [0.7781, 0.4373, 3.5086], [2.2135, -1.9647, -0.3064], [-1.5193, -0.7215, -1.0078], [-0.8835, 0.1113, 0.2066], [-0.3136, 1.1945, -1.0088]]
}

Q: Number 2 is which compound?
A: C3H6NO2